(1)
The following is a quantum chemistry calculation of C8H20ClRuTl as an isolated structure, from the OMol25 dataset.

Calculated values
<S²>: 6.0241
Charge: 0
Spin multiplicity: 5
HOMO-LUMO gap (alpha / beta), eV: 6.822 / 6.631
ΔE to the lowest compared entry with this formula, charge and spin, kcal/mol: 0.0

Element x y z (Å)
Tl  0.36776  -0.78654  -3.27643
Cl  1.17054  1.61992  -1.84972
C  -0.89948  0.05333  -4.98694
C  2.32365  -0.70883  -4.45193
H  -0.65272  -0.43759  -5.95608
H  -1.97151  -0.11278  -4.75163
H  -0.66162  1.13400  -5.07082
H  2.22094  -1.18670  -5.44121
H  3.07503  -1.23466  -3.84466
H  2.56436  0.35604  -4.58430
Ru  0.16361  0.46087  -0.10483
C  -1.62829  1.26048  -0.41526
C  -0.06525  -1.24949  -0.86248
H  -2.08598  0.81243  -1.30880
H  -2.30641  1.13327  0.44350
H  -1.44684  2.33576  -0.58403
H  0.64740  -2.06490  -0.56445
H  -1.07964  -1.70965  -0.93613
C  -0.40185  0.44647  2.69019
C  0.65876  1.49939  2.41222
C  1.41192  1.96974  3.66157
C  1.59003  0.87401  1.36933
H  0.04288  -0.33775  3.31532
H  -0.77264  -0.01794  1.74558
H  -1.24832  0.90534  3.21350
H  0.17752  2.39574  1.98039
H  1.94833  1.14204  4.13319
H  2.13738  2.75013  3.40915
H  0.70036  2.38792  4.37759
H  2.31456  1.58556  0.94693
H  2.04661  -0.05283  1.76353

These are the Mulliken partial charges, in e, on atoms 1 to 6: 0.93, -0.45, -1.16, -1.11, 0.32, 0.30

***

(2)
The following is a quantum chemistry calculation of a 8-piece molecular cluster, C48H40N8O16 overall, from the OMol25 dataset.

Calculated values
Charge: 0
HOMO-LUMO gap, eV: 8.827
ΔE to the lowest compared entry with this formula, charge and spin, kcal/mol: 0.0

Element x y z (Å)
C  1.87656  -2.03020  4.21011
C  1.98420  -2.41141  2.88931
C  0.85187  -2.56823  2.11089
C  -0.40208  -2.30074  2.65159
C  -0.50672  -1.83668  3.93659
C  0.63098  -1.67234  4.71156
N  -1.57414  -2.55628  1.81925
O  -2.67694  -2.37927  2.30218
O  -1.36972  -3.00349  0.69692
H  2.76223  -1.93430  4.82414
H  2.94128  -2.70786  2.48615
H  0.96714  -2.90559  1.08944
H  -1.45459  -1.58721  4.39798
H  0.53748  -1.38597  5.75092
C  -2.58066  0.59832  0.57558
C  -1.43976  0.62899  -0.20424
C  -0.24327  0.94515  0.39573
C  -0.16976  1.19127  1.74722
C  -1.30385  1.15676  2.54038
C  -2.50304  0.87380  1.94004
N  1.12261  1.47838  2.35519
O  2.10759  1.10212  1.77134
O  1.14048  2.10250  3.40768
H  -3.55813  0.37286  0.16502
H  -1.48539  0.43243  -1.26699
H  0.63577  0.91124  -0.22648
H  -1.31143  1.22468  3.61899
H  -3.40954  0.79693  2.52680
C  2.09230  4.30196  7.01509
C  0.92197  4.40013  6.27248
C  0.08823  3.31387  6.13401
C  0.39243  2.15689  6.80939
C  1.54130  2.04935  7.58536
C  2.42626  3.10612  7.62958
N  -0.52965  1.02439  6.73910
O  -0.38767  0.14815  7.54566
O  -1.38705  1.03758  5.87577
H  2.81407  5.10922  7.05065
H  0.63953  5.33293  5.80263
H  -0.78580  3.40886  5.50749
H  1.72775  1.16554  8.18165
H  3.30957  3.05543  8.25107
C  1.08837  -6.18907  -2.06170
C  0.37376  -5.06851  -1.64498
C  1.03887  -3.87008  -1.43671
C  2.40381  -3.79015  -1.68091
C  3.13813  -4.91723  -2.01804
C  2.47219  -6.12459  -2.18367
N  3.13156  -2.55604  -1.45324
O  2.67943  -1.78583  -0.65005
O  4.16309  -2.40227  -2.06302
H  0.52834  -7.11452  -2.13158
H  -0.69178  -5.09748  -1.47359
H  0.49468  -2.97358  -1.15655
H  4.20971  -4.83083  -2.13155
H  3.07397  -7.00650  -2.36769
C  1.34978  4.92921  -6.59916
C  1.37818  3.59493  -6.95520
C  1.26154  2.63215  -5.96584
C  1.00609  3.00312  -4.66647
C  0.92768  4.33063  -4.31018
C  1.07829  5.29714  -5.29029
N  0.57240  1.98343  -3.69916
O  0.97670  0.86762  -3.90768
O  -0.10183  2.34266  -2.76165
H  1.51868  5.69053  -7.35225
H  1.56957  3.26827  -7.96612
H  1.37211  1.59719  -6.26363
H  0.68599  4.62428  -3.29882
H  0.99109  6.34952  -5.05479
C  -5.02773  0.45734  -7.57399
C  -5.70478  1.00396  -6.49280
C  -5.08424  1.10085  -5.25624
C  -3.79121  0.60449  -5.13334
C  -3.10423  0.07650  -6.20966
C  -3.74291  -0.04157  -7.42655
N  -3.12304  0.65731  -3.83542
O  -3.67109  1.26785  -2.93524
O  -2.09658  0.03825  -3.73087
H  -5.51222  0.42166  -8.54168
H  -6.69848  1.41255  -6.62632
H  -5.58331  1.51843  -4.39195
H  -2.12163  -0.34696  -6.04512
H  -3.27589  -0.55363  -8.25465
C  5.53165  3.22109  5.15827
C  6.75365  2.59784  5.04476
C  6.83481  1.28741  4.60992
C  5.68245  0.65021  4.20902
C  4.46825  1.29679  4.20933
C  4.38169  2.57588  4.73184
N  5.74060  -0.74406  3.84880
O  4.78122  -1.26093  3.32807
O  6.76079  -1.32655  4.15888
H  5.42738  4.20556  5.59738
H  7.65435  3.04855  5.44337
H  7.76967  0.74467  4.61077
H  3.58161  0.75200  3.90647
H  3.40595  3.03049  4.82357
C  -6.08571  -2.30733  -1.64907
C  -4.71715  -2.21750  -1.36508
C  -3.79209  -2.37544  -2.39121
C  -4.22429  -2.75627  -3.64575
C  -5.57486  -2.83359  -3.94519
C  -6.50248  -2.67226  -2.92704
N  -3.24365  -3.02799  -4.67875
O  -3.67420  -3.34088  -5.77657
O  -2.08665  -2.92707  -4.39441
H  -6.84483  -2.06616  -0.91505
H  -4.41120  -1.83715  -0.39786
H  -2.74935  -2.44666  -2.10396
H  -5.89883  -3.04028  -4.95681
H  -7.55428  -2.77762  -3.15855

These are the Mulliken partial charges, in e, on atoms 1 to 6: -0.93, -0.63, 0.26, -0.10, -0.37, -0.38

***

(3)
The following is a quantum chemistry calculation of a 2-piece molecular cluster, CH7NSi overall, from the OMol25 dataset.

Calculated values
Charge: 0
HOMO-LUMO gap, eV: 8.416
ΔE to the lowest compared entry with this formula, charge and spin, kcal/mol: 33.7

Element x y z (Å)
C  1.93518  0.07292  -0.48527
N  -2.10190  0.18833  1.13006
Si  -3.02455  -0.58716  -0.18193
H  2.52774  0.85144  -0.04862
H  1.67761  -0.54048  0.41181
H  2.61122  -0.47663  -1.07142
H  -2.54756  0.07373  2.02027
H  -1.18011  0.45492  1.04070
H  -4.46207  -0.58734  0.39509
H  1.04436  0.27661  -1.02079

These are the natural (NBO) partial charges, in e, on atoms 1 to 6: -0.85, -1.28, 0.79, 0.22, 0.21, 0.21

***

(4)
The following is a quantum chemistry calculation of one molecule with the formula C6H8N2O2S, from the OMol25 dataset.

Calculated values
Charge: 0
HOMO-LUMO gap, eV: 8.285
ΔE to the lowest compared entry with this formula, charge and spin, kcal/mol: 176.9

Element x y z (Å)
C  0.77264  1.36022  -1.15338
C  -0.55909  1.37263  -0.83430
C  1.04432  -0.47211  0.43209
C  1.67590  0.29344  -0.65303
C  1.32463  -0.22121  1.70429
C  -1.49813  0.51784  -0.14909
N  0.39111  -1.67774  0.07584
N  -1.65923  -0.77770  -0.58728
O  -2.52818  -1.55033  0.10054
O  -0.56066  -1.61941  -0.89375
S  -2.78075  1.14673  0.61242
H  1.10341  2.21716  -1.84251
H  -1.08144  2.31811  -1.00548
H  1.84767  -0.37988  -1.43495
H  2.74780  0.58985  -0.42541
H  0.99964  -0.78728  2.62837
H  1.96240  0.63657  2.04219
H  -0.10578  -2.16403  0.97342
H  -3.09628  -0.80287  0.41001

These are the natural (NBO) partial charges, in e, on atoms 1 to 6: -0.08, -0.30, 0.12, -0.52, -0.41, -0.02

***

(5)
The following is a quantum chemistry calculation of one molecule with the formula C23H20ClN3O4S2, from the OMol25 dataset.

Calculated values
Charge: 0
HOMO-LUMO gap, eV: 8.356

Element x y z (Å)
C  -0.99535  2.26040  -6.18648
C  -1.28405  1.71122  -4.82291
C  -1.40927  0.34054  -4.62805
C  -1.66226  -0.17139  -3.37115
C  -1.78115  0.68244  -2.28246
C  -1.64966  2.06252  -2.44888
C  -1.41182  2.55085  -3.72562
H  -1.31168  3.61837  -3.86369
C  -1.76202  2.99530  -1.27723
H  -1.05644  2.72187  -0.49077
H  -2.76905  2.97130  -0.85830
H  -1.55043  4.01520  -1.58714
N  -2.01979  0.11231  -1.01471
S  -0.84628  -0.80745  -0.28803
O  -0.37481  -1.80847  -1.18906
O  -1.40533  -1.24662  0.95789
C  0.49355  0.32944  0.11997
C  0.55630  0.71408  1.44280
C  1.64001  1.45428  1.91562
C  2.57456  1.92078  0.98709
C  2.47432  1.58554  -0.34898
C  1.45236  0.74887  -0.78888
Cl  1.38562  0.24936  -2.42798
H  3.20403  1.94028  -1.05826
H  3.39771  2.53400  1.32249
N  1.80974  1.71666  3.26832
C  1.46736  0.93957  4.35905
O  1.60255  1.38797  5.47429
C  0.95072  -0.42075  4.05952
C  1.59426  -1.25515  3.14945
C  1.03183  -2.46862  2.78372
C  -0.18828  -2.85597  3.35413
C  -0.78133  -2.06114  4.32448
C  -0.21735  -0.85256  4.68110
H  -0.68878  -0.21953  5.41626
H  -1.69901  -2.39675  4.78025
S  -0.93589  -4.36416  2.86353
C  -0.31587  -4.39570  1.15822
C  1.18786  -4.28708  1.11682
O  1.89647  -4.98759  0.43416
N  1.71042  -3.29488  1.89405
H  2.69812  -3.11601  1.76417
H  -0.63580  -5.33229  0.70632
H  -0.75579  -3.54879  0.62473
H  2.54007  -0.96386  2.71435
H  2.32283  2.55621  3.51127
H  -0.23562  0.38755  2.09531
H  -2.44500  0.72842  -0.33925
H  -1.74866  -1.23301  -3.20677
H  -1.30991  -0.33031  -5.46825
H  -1.17212  3.33221  -6.22210
H  0.04623  2.07562  -6.44945
H  -1.61813  1.77490  -6.93492

These are the natural (NBO) partial charges, in e, on atoms 1 to 6: -0.63, 0.01, -0.22, -0.18, 0.07, 0.06

***

(6)
The following is a quantum chemistry calculation of one molecule with the formula C5H8BrN, from the OMol25 dataset.

Calculated values
Charge: 0
HOMO-LUMO gap, eV: 8.239
ΔE to the lowest compared entry with this formula, charge and spin, kcal/mol: 41.3

Element x y z (Å)
C  0.15778  1.36908  0.22151
C  1.50349  1.39795  0.20757
C  0.99215  -0.69177  -0.75486
C  -0.36950  0.15562  -0.42535
C  -1.32884  -0.55509  0.46692
N  2.18362  0.39504  -0.49142
Br  3.92552  -0.12795  0.10841
H  -0.58879  2.09287  0.55769
H  2.14201  2.14704  0.54630
H  1.10067  -1.44000  -0.05184
H  1.14498  -1.18616  -1.77343
H  -0.77694  0.42709  -1.30054
H  -0.85052  -1.19699  1.22930
H  -1.96165  -1.30583  -0.17011
H  -1.91068  0.29306  0.74990

These are the natural (NBO) partial charges, in e, on atoms 1 to 6: -0.28, -0.02, -0.20, -0.25, -0.60, -0.49

***

Number 1: E_tot -1044.0958 a.u.. Number 2: E_tot -3494.2782 a.u.. Number 3: E_tot -386.4906 a.u.. Number 4: E_tot -891.3585 a.u.. Number 5: E_tot -2610.3149 a.u.. Number 6: E_tot -2823.9836 a.u..